Run i
Formula: C2H3NOS3
Source: OMol25
Level of theory: ωB97M-V/def2-TZVPD

HOMO (alpha / beta): -8.44 / -8.70 eV
Charge: 0

Each line ends with the natural charge from an NBO analysis.
Cartesian coordinates (Å):
S 2.00 -0.84 -0.62  -0.422
S -1.87 -1.10 -0.58  0.700
S -0.69 0.77 -2.61  0.035
O -1.45 -1.00 1.09  -0.462
N -0.63 0.08 1.27  -0.272
C -0.74 0.11 -1.08  -0.431
C -0.10 0.52 0.09  0.006
H 0.03 -0.01 2.08  0.421
H 0.46 1.59 0.17  0.292
H 2.99 -0.13 0.17  0.132


Run ii
Formula: C2H3NOS3
Source: OMol25
Level of theory: ωB97M-V/def2-TZVPD

SMILES string: O=C(S)C(=S)NS
HOMO: -9.23 eV
Charge: 0

Each line ends with the natural charge from an NBO analysis.
Cartesian coordinates (Å):
S -0.15 -1.40 1.40  -0.036
S -2.13 -1.02 -1.45  0.213
S 2.34 1.16 0.80  0.135
O 0.45 1.79 -0.94  -0.567
N -0.93 -0.02 -0.89  -0.721
C 0.80 1.16 0.06  0.310
C -0.14 -0.19 0.27  -0.009
H 1.97 0.11 1.47  0.155
H -3.08 -0.80 -0.43  0.113
H -0.80 0.80 -1.27  0.408


Looking at the structures above, run ii is most stable, and the difference to the next one is 71.6 kcal/mol.